The following is a quantum chemistry calculation of a molecular structure, C16H18BClN7O3SV, from the OMol25 dataset.

Results
gap between HOMO and LUMO (alpha / beta)	4.41 / 5.30	eV
net charge	+1
spin multiplicity	2

XYZ file:
```
48
Properties=species:S:1:pos:R:3:forces:R:3:mulliken_charge:R:1
V 0.468651 0.890956 0.623677 -0.341 -0.681 -0.004 0.098
C 1.797676 3.369290 -2.551137 0.003 -0.031 -0.030 -1.191
C 2.072234 2.635816 -1.418966 -0.059 0.017 0.034 -0.030
N 0.940751 2.075288 -0.934676 0.043 0.140 -0.159 0.428
N -0.062134 2.450441 -1.778099 -0.068 -0.099 0.079 -0.172
C 0.429385 3.213310 -2.746092 0.034 0.072 -0.042 -0.080
B -1.478693 1.824744 -1.636340 0.047 0.083 0.035 0.096
N -1.287010 0.308675 -1.647026 -0.030 0.004 0.029 -0.045
C -1.750359 -0.604183 -2.502816 -0.052 0.046 -0.073 0.074
C -1.242189 -1.847086 -2.168375 0.092 -0.081 0.106 -1.417
C -0.449161 -1.616729 -1.063215 -0.098 -0.021 -0.113 -0.162
N -0.477084 -0.304692 -0.729848 0.337 0.226 0.151 0.639
N -2.022745 2.215403 -0.244311 0.047 -0.138 -0.034 -0.149
C -3.158090 2.812379 0.119371 0.014 0.098 0.031 -0.070
C -3.204629 2.873538 1.504189 -0.013 -0.052 -0.028 -1.276
C -2.032968 2.262220 1.918119 0.005 0.045 0.023 -0.159
N -1.322213 1.860478 0.853941 -0.176 0.030 -0.042 0.515
H 2.491281 3.923360 -3.157803 -0.010 -0.005 -0.007 0.438
H 3.027595 2.481038 -0.951382 0.001 -0.009 0.030 0.385
H -0.212754 3.594814 -3.523348 -0.012 -0.013 0.020 0.479
H -2.199246 2.193891 -2.507731 -0.005 0.014 -0.006 -0.051
H -2.411708 -0.304247 -3.300031 0.012 -0.005 0.003 0.509
H -1.384112 -2.804019 -2.640252 -0.018 0.026 -0.016 0.569
H 0.123699 -2.356749 -0.535161 -0.114 0.231 -0.159 0.092
H -3.855274 3.163529 -0.623285 0.015 -0.012 -0.007 0.476
H -3.976439 3.300924 2.118951 -0.001 -0.013 -0.007 0.442
H -1.666901 2.117372 2.922246 0.009 0.011 -0.010 0.492
Cl 1.177897 2.744813 2.072283 0.030 0.244 0.086 0.013
C 2.263267 1.494555 1.536245 0.077 -0.086 -0.074 -1.027
H 2.624876 0.915881 2.378292 -0.029 0.017 0.052 0.665
H 3.067434 1.896218 0.936225 0.020 0.002 -0.045 0.540
N 0.038659 -0.097346 2.459134 0.026 0.015 -0.075 -0.064
C 0.524140 -1.388131 1.993250 -0.020 0.164 -0.039 1.200
C 1.709016 -1.458619 1.246268 -0.063 -0.052 0.231 -0.037
C 2.049421 -2.658690 0.622129 0.093 0.086 0.040 -0.943
C 1.208722 -3.748218 0.721788 -0.060 -0.103 0.160 -0.464
C 0.077806 -3.693209 1.548810 0.055 0.034 0.042 -0.404
C -0.277095 -2.512100 2.166060 -0.055 -0.089 -0.117 -0.926
S 1.324104 -5.077324 -0.487653 -0.060 0.110 -0.258 1.248
O 2.713787 -5.106361 -0.868316 -0.044 0.002 0.014 -0.677
O 0.782764 -6.236351 0.168899 -0.005 -0.036 0.052 -0.667
O 0.428519 -4.450752 -1.469990 0.154 -0.105 0.152 -0.600
H -0.963473 -0.173584 2.609041 -0.042 0.035 0.106 0.395
H 0.451423 0.229449 3.329793 0.160 -0.029 -0.057 0.299
H 2.415727 -0.643450 1.220809 0.085 -0.053 -0.032 0.042
H 2.944211 -2.738621 0.017666 -0.008 -0.028 -0.019 0.519
H -0.533590 -4.582414 1.643097 0.009 -0.004 -0.023 0.494
H -1.185162 -2.445524 2.755589 0.016 -0.005 -0.002 0.463
```
Positions in Å, forces in eV/Å.

***

The following is a quantum chemistry calculation of a gas-phase ion, C5H9ClN3 (charge +1) at a distorted geometry, from the OMol25 dataset.

Results
gap between HOMO and LUMO (alpha / beta)	6.99 / 5.52	eV
net charge	+1
spin multiplicity	3

XYZ file:
```
18
Properties=species:S:1:pos:R:3:forces:R:3:mulliken_charge:R:1
C -0.645172 -0.735850 -0.769956 0.770 -2.597 -0.728 -0.554
C 0.708201 -0.338489 -0.231101 -2.013 -0.331 0.555 -0.151
C -1.376048 0.206140 -1.363446 -1.269 1.225 -1.816 -0.287
C 0.456651 0.911162 0.683397 -1.292 -0.292 -0.060 -0.419
C -0.229866 1.933656 -0.243570 0.947 -0.482 0.869 0.128
N -1.025398 1.566427 -1.289852 -0.089 -3.203 0.908 -0.152
N 1.187415 -1.602122 0.473167 -1.424 2.360 2.500 0.109
N 0.562286 -1.785013 1.693823 2.460 -0.629 -2.293 -0.353
Cl -0.114790 3.582277 -0.031326 0.395 0.970 0.496 -0.173
H -0.653004 -1.864919 -1.055360 -0.801 2.267 0.419 0.268
H 1.263782 -0.066538 -1.121712 1.168 -0.408 0.360 0.383
H -2.233837 0.003495 -2.052390 0.896 0.032 0.846 0.384
H -0.168876 0.601185 1.585172 0.237 0.320 -1.246 0.202
H 1.319866 1.319174 1.172965 0.786 0.436 -0.303 0.453
H 2.152845 -1.607322 0.652321 2.032 -0.610 -0.251 0.325
H 0.678704 -2.671735 2.143010 1.200 -0.711 0.400 0.318
H -1.500931 2.247035 -1.830946 -0.459 0.531 -0.254 0.230
H -0.381829 -1.698566 1.585804 -3.545 1.121 -0.402 0.290
```
Positions in Å, forces in eV/Å.

***

The following is a quantum chemistry calculation of a single C3H5N3 molecule, from the OMol25 dataset.

Results
gap between HOMO and LUMO	8.92	eV
SMILES string	Nc1c[nH]cn1

XYZ file:
```
11
Properties=species:S:1:pos:R:3:forces:R:3:mulliken_charge:R:1
N 2.040665 -0.225991 -0.180938 0.001 -0.005 0.144 -0.557
C 0.646828 -0.123950 -0.058624 -0.056 0.103 -0.017 0.562
C -0.190712 0.852694 -0.532271 0.092 -0.040 0.000 -0.648
N -1.459249 0.434664 -0.167947 -0.015 -0.050 0.034 -0.025
C -1.323813 -0.746970 0.475095 -0.104 -0.018 0.040 -0.183
N -0.066941 -1.113880 0.566999 -0.109 0.159 -0.108 -0.630
H 2.358165 -1.042449 0.328024 0.004 0.091 -0.058 0.294
H 2.528327 0.593275 0.159316 -0.056 -0.082 -0.081 0.249
H -0.013385 1.762527 -1.084977 -0.019 -0.154 0.081 0.371
H -2.324560 0.910765 -0.363233 0.141 -0.070 0.044 0.179
H -2.169436 -1.293896 0.870841 0.121 0.066 -0.079 0.388
```
Positions in Å, forces in eV/Å.

***

Results for DFT total energy: -3056.546696; -819.965155; -281.589898 (in hartree, following the order of the records).
Results for energy relative to the best compared isomer or geometry (same formula, charge and spin): 8.8; 67.5; 0.4 (in kJ/mol, following the order of the records).